20
Properties=species:S:1:pos:R:3 method="wB97M-V/def2-TZVPD" total_charge=0 smiles=CC(C)C.O.O homo_ev=-10.8470 spin_multiplicity=1 e_tot_ev=-8469.6508
C -0.905 -1.174 3.229
C 0.564 -1.382 2.909
C 1.086 -2.710 3.476
C 0.836 -1.252 1.404
H -1.430 -0.391 2.691
H -1.321 -2.176 2.981
H -1.191 -1.175 4.289
H 1.097 -0.557 3.417
H 2.078 -2.970 3.088
H 0.350 -3.447 3.151
H 1.303 -2.677 4.538
H 0.050 -0.637 0.959
H 1.774 -0.805 1.095
H 0.674 -2.258 0.985
O 0.160 1.585 -4.574
H -0.562 2.099 -4.992
H -0.277 1.302 -3.771
O -1.325 3.924 -4.886
H -0.761 4.660 -4.672
H -1.972 3.953 -4.172

---

10
Properties=species:S:1:pos:R:3 method="wB97M-V/def2-TZVPD" total_charge=0 smiles="N#C/C(=C/Cl)CCl" homo_ev=-10.3172 spin_multiplicity=1 e_tot_ev=-30729.8200
N 2.764 1.174 -0.090
C 1.700 0.756 0.150
C 0.453 0.004 0.198
C 0.575 -1.138 -0.468
Cl -0.602 -2.413 -0.714
C -0.588 0.546 1.177
Cl -1.292 1.900 0.252
H 1.451 -0.999 -1.207
H -0.121 0.856 2.106
H -1.304 -0.372 1.244

---

63
Properties=species:S:1:pos:R:3 method="wB97M-V/def2-TZVPD" total_charge=0 s2=0.754 homo_ev="-4.4559 / -8.8497" spin_multiplicity=2 e_tot_ev=-36066.6640
Pb 11.469 2.508 1.784
O 13.742 3.180 1.765
H 14.614 2.901 2.106
C 12.502 8.823 2.073
C 13.271 7.859 3.068
C 13.388 6.485 2.404
C 12.113 5.825 2.060
N 11.109 5.259 1.845
H 11.514 8.386 1.928
H 13.041 8.895 1.129
H 12.397 9.832 2.471
H 12.763 7.862 4.032
H 14.281 8.218 3.267
H 13.894 5.751 3.031
H 14.009 6.672 1.528
C 13.816 5.936 -1.055
C 13.594 5.479 -2.506
C 12.279 4.665 -2.746
C 11.716 3.924 -1.615
N 11.299 3.337 -0.733
H 12.973 6.543 -0.723
H 14.737 6.519 -1.049
H 13.927 5.119 -0.342
H 14.465 4.880 -2.771
H 13.660 6.375 -3.123
H 12.428 4.023 -3.615
H 11.504 5.379 -3.023
C 17.537 -0.944 3.379
C 16.102 -0.965 3.889
C 15.052 -0.596 2.888
C 15.103 -1.460 1.672
N 15.160 -2.098 0.699
H 17.812 -0.016 2.878
H 17.755 -1.691 2.616
H 18.167 -1.092 4.256
H 16.031 -0.264 4.721
H 15.860 -1.917 4.361
H 15.173 0.419 2.509
H 14.039 -0.618 3.288
C 15.496 2.369 5.278
C 15.190 3.837 5.173
C 13.809 4.324 5.713
C 12.664 3.762 4.954
N 11.759 3.363 4.341
H 16.453 2.109 4.826
H 14.686 1.768 4.866
H 15.443 2.184 6.351
H 15.319 4.227 4.163
H 15.995 4.327 5.721
H 13.628 5.396 5.645
H 13.708 3.972 6.740
C 17.421 2.543 -1.706
C 16.520 2.255 -0.504
C 17.083 2.821 0.831
C 17.307 4.267 0.722
N 17.485 5.406 0.585
H 16.964 2.035 -2.555
H 18.458 2.226 -1.596
H 17.488 3.608 -1.928
H 16.361 1.179 -0.442
H 15.547 2.738 -0.597
H 18.068 2.464 1.129
H 16.368 2.710 1.646

---

17
Properties=species:S:1:pos:R:3 method="wB97M-V/def2-TZVPD" total_charge=0 homo_ev="-6.6394 / -6.6348" spin_multiplicity=1 e_tot_ev=-23191.9237
C -1.416 -1.728 0.076
C 1.286 2.275 -0.272
C 0.516 -0.314 0.655
N 2.068 -2.630 0.527
N -0.136 -1.135 -0.209
O 1.343 -2.793 -0.372
O 3.043 0.395 0.856
O 2.079 -0.019 -1.356
S 1.943 0.503 -0.057
H -2.110 -1.409 -0.881
H -1.213 -2.750 -0.086
H -1.739 -1.524 1.021
H 2.053 2.792 -0.591
H 0.570 2.076 -0.953
H 0.986 2.561 0.630
H 0.162 0.067 1.637
H 0.170 -1.038 -1.188

---

53
Properties=species:S:1:pos:R:3 method="wB97M-V/def2-TZVPD" total_charge=0 smiles=CCCN1CCC(N2CCN(c3cccc(C(F)(F)F)c3)CC2)CC1 homo_ev=-7.8188 spin_multiplicity=1 e_tot_ev=-32780.7530
C -7.983 -1.032 -0.624
C -7.000 -1.818 0.237
C -6.221 -0.946 1.245
N -4.950 -0.400 0.824
C -3.908 -1.378 0.595
C -2.549 -0.680 0.581
C -2.530 0.376 -0.533
N -1.275 1.088 -0.717
C -0.708 1.703 0.467
C 0.403 2.675 0.045
N 1.440 1.960 -0.672
C 2.509 1.414 -0.001
C 3.145 2.127 1.030
C 4.258 1.632 1.673
C 4.803 0.407 1.320
C 4.194 -0.301 0.297
C 4.718 -1.637 -0.139
F 3.808 -2.621 0.033
F 5.818 -2.028 0.516
F 5.030 -1.662 -1.451
C 3.069 0.180 -0.355
C 0.860 1.304 -1.824
C -0.250 0.332 -1.412
C -3.689 1.346 -0.293
C -5.003 0.566 -0.252
H -8.695 -0.501 0.005
H -8.539 -1.708 -1.271
H -7.472 -0.306 -1.250
H -7.558 -2.572 0.795
H -6.292 -2.348 -0.403
H -6.014 -1.543 2.139
H -6.851 -0.105 1.551
H -3.938 -2.112 1.403
H -4.039 -1.917 -0.362
H -2.394 -0.198 1.547
H -1.760 -1.418 0.424
H -2.721 -0.133 -1.487
H -1.486 2.254 0.994
H -0.270 0.958 1.155
H 0.806 3.170 0.925
H -0.016 3.430 -0.626
H 2.774 3.098 1.317
H 4.718 2.212 2.458
H 5.674 0.016 1.820
H 2.636 -0.432 -1.129
H 1.632 0.805 -2.408
H 0.415 2.087 -2.446
H -0.687 -0.123 -2.304
H 0.178 -0.468 -0.783
H -3.564 1.854 0.663
H -3.716 2.093 -1.086
H -5.832 1.251 -0.061
H -5.163 0.087 -1.235

---

18
Properties=species:S:1:pos:R:3 method="wB97M-V/def2-TZVPD" total_charge=0 smiles=CCC(C)(C)O homo_ev=-10.1587 spin_multiplicity=1 e_tot_ev=-7427.2004
C -1.798 1.044 -0.107
C -0.332 0.897 -0.509
C 0.309 -0.416 -0.021
C 1.698 -0.595 -0.641
C 0.378 -0.453 1.515
O -0.506 -1.523 -0.417
H -2.344 0.130 -0.354
H -2.269 1.881 -0.632
H -1.914 1.219 0.969
H 0.261 1.743 -0.135
H -0.252 0.931 -1.605
H 2.421 0.116 -0.228
H 1.664 -0.450 -1.729
H 2.056 -1.612 -0.444
H 0.183 0.532 1.948
H 1.358 -0.782 1.870
H -0.371 -1.146 1.903
H -0.543 -1.517 -1.384